The following is a DFT calculation (the ωB97M-V functional and the def2-TZVPD basis) of C3H3N5 in the gas phase.

Geometry as ORCA input:
```
! RIJCOSX wB97M-V def2-TZVPD def2/J DEFGRID3
* xyz 0 1
C 1.1165 -0.1722 -0.1201
C 0.5765 1.2339 0.4600
C -1.4768 0.5828 -0.3681
H 2.7056 0.6079 -0.8861
H 1.1291 1.8771 1.0675
H -2.4788 1.0609 -0.8304
N 2.3639 -0.2144 -0.4454
N -0.6489 1.4908 0.1479
N -1.7489 -0.5970 -0.2779
N -0.7664 -1.3929 0.2787
N 0.4212 -1.2027 0.4137
*
```

For the HOMO energy, the calculation gives -9.34 eV. Its structure (SMILES) is [H]/N=c1\cncnnn1. Its LUMO energy is -0.9143 eV. The HOMO-LUMO gap comes out at 8.4 eV. The energy above the lowest of the compared OMol25 structures with the same formula, charge and spin comes out at 442.35 kJ/mol. As for the energy: -389.70020 Ha.

=====

The following is a DFT calculation (the ωB97M-V functional and the def2-TZVPD basis) of C3H3N5 in the gas phase.

Geometry as ORCA input:
```
! RIJCOSX wB97M-V def2-TZVPD def2/J DEFGRID3
* xyz 0 1
C -1.0937 -0.6739 0.1387
C 1.1403 -0.7834 -0.0417
C 1.2484 0.6862 0.1206
H -2.3525 0.1588 1.1902
H 2.0229 -1.4528 -0.0944
H 2.2283 1.0926 0.2651
N -1.7957 -0.6505 1.1608
N 0.1027 -1.4396 0.0874
N 0.5068 1.6492 -0.5224
N -0.6629 1.1512 -1.3416
N -1.3445 0.2622 -0.9627
*
```

For the HOMO energy, the calculation gives -9.47 eV. Its structure (SMILES) is [H]/N=c1/nccnnn1. Its LUMO energy is -1.1616 eV. The HOMO-LUMO gap comes out at 8.3 eV. The energy above the lowest of the compared OMol25 structures with the same formula, charge and spin comes out at 362.04 kJ/mol. As for the energy: -389.73079 Ha.

=====

Which formula does entry 2 have? C3H3N5

=====

The highest LUMO belongs to which entry? number 1